No. 1
The following is a DFT calculation (wB97M-V/def2-TZVPD) of a molecular structure, C6H9N.

ORCA input file:
```
! RIJCOSX wB97M-V def2-TZVPD def2/J DEFGRID3
* xyz 0 1
C 1.04 0.59 0.13
C 0.29 -0.78 0.14
C 1.00 1.90 -0.03
C 2.26 -0.26 0.04
C -2.29 -0.13 0.02
C -1.17 -1.09 0.22
N 1.38 -1.47 -0.09
H 1.90 2.43 -0.14
H 0.08 2.49 0.12
H 2.91 -0.24 -0.92
H 2.94 -0.36 0.87
H -2.95 0.28 0.79
H -2.87 -0.54 -0.73
H -1.82 0.66 -0.54
H -1.31 -1.60 -0.80
H -1.40 -1.89 0.93
*
```

Its total energy is -7854.76001 eV. The calculation puts the HOMO energy at -9.52 eV. The strongest force on any atom is 0.07587 hartree/bohr.

---

No. 2
The following is a DFT calculation (wB97M-V/def2-TZVPD) of 2 unconnected molecules or ions with the total composition C6H9N.

ORCA input file:
```
! RIJCOSX wB97M-V def2-TZVPD def2/J DEFGRID3
* xyz 0 1
C 0.04 2.85 0.68
C 0.29 1.83 -0.37
C -0.34 1.52 -1.59
C -0.43 0.32 -0.90
N 0.76 0.53 -0.12
H -0.93 3.32 0.54
H 0.80 3.63 0.61
H 0.09 2.41 1.67
H -0.92 2.08 -2.29
H 0.78 0.18 0.84
C 0.43 -2.44 0.41
C -0.64 -2.51 -0.35
H 1.43 -2.45 0.00
H 0.36 -2.36 1.49
H -1.64 -2.49 0.05
H -0.57 -2.60 -1.43
*
```

Its total energy is -7852.56443 eV. Its SMILES is C[C@]12C=C1N2.C=C. The calculation puts the HOMO energy at -8.23 eV. The strongest force on any atom is 0.02710 hartree/bohr.

---

No. 3
The following is a DFT calculation (wB97M-V/def2-TZVPD) of 2 unconnected molecules or ions with the total composition C6H9N.

ORCA input file:
```
! RIJCOSX wB97M-V def2-TZVPD def2/J DEFGRID3
* xyz 0 1
C -1.19 -0.29 -1.13
C -1.07 0.58 0.15
C -0.72 -0.25 1.38
C -0.02 1.58 -0.05
N 0.79 2.40 -0.09
H -0.62 -1.19 -0.95
H -2.19 -0.59 -1.19
H -0.90 0.07 -2.04
H -1.89 1.27 0.25
H -0.79 0.36 2.31
H -1.49 -1.11 1.70
H 0.29 -0.62 1.28
C 2.10 -0.74 -0.92
C 2.76 -0.35 0.01
H 1.58 -1.23 -1.59
H 3.35 0.11 0.87
*
```

Its total energy is -7854.56909 eV. Its SMILES is CC(C)C#N.C#C. The calculation puts the HOMO energy at -10.46 eV. The strongest force on any atom is 0.11013 hartree/bohr.